C3H6BN | ωB97M-V/def2-TZVPD

The geometry in ORCA input format:
```
! wB97M-V def2-TZVPD RIJCOSX def2/J DEFGRID3
* xyz 0 1
B 0.553 0.022 0.086
C 3.346 -0.224 -0.090
C 0.034 -1.286 0.662
C 0.083 1.379 -0.474
N 4.460 -0.087 -0.237
H 0.201 -2.261 0.151
H -0.976 -1.207 0.874
H 0.642 -1.476 1.595
H -0.327 0.983 -1.497
H 0.892 2.157 -0.611
H -0.791 1.783 -0.037
*
```

Values from the calculation:
Orbital gap (Eh): 0.33039
Lowest unoccupied orbital energy (eV): -0.64
Molecular weight (g mol⁻¹): 66.900
ΔE to the lowest compared entry with this formula, charge and spin (eV): 3.209
Electronic energy (eV): -5370.970